1.
{
  "formula": "C39H53F6IN4P3RuS",
  "method": "ωB97M-V/def2-TZVPD",
  "elements": ["Ru", "C", "C", "C", "P", "C", "C", "C", "C", "C", "C", "C", "C", "C", "N", "C", "C", "C", "C", "C", "C", "P", "C", "C", "C", "C", "C", "C", "H", "H", "H", "H", "H", "H", "H", "H", "H", "H", "H", "H", "H", "H", "H", "H", "H", "H", "H", "H", "H", "H", "H", "H", "H", "H", "H", "H", "H", "H", "H", "H", "H", "H", "H", "H", "I", "C", "C", "C", "C", "C", "N", "H", "H", "H", "H", "C", "C", "C", "C", "C", "C", "C", "H", "H", "H", "H", "H", "C", "N", "C", "S", "N", "C", "H", "H", "H", "H", "H", "H", "H", "H", "F", "P", "F", "F", "F", "F", "F"],
  "coordinates": [[-1.5306, 0.8379, 0.0151], [3.4493, -0.8291, 3.9362], [3.9850, -1.1062, 2.5291], [4.7801, -2.4135, 2.4745], [2.6301, -0.7845, 1.2509], [3.5481, -1.2144, -0.3436], [3.8518, -2.6846, -0.6333], [4.8017, -0.3522, -0.4900], [1.4672, -2.1892, 1.4149], [1.5100, -3.1963, 2.3725], [0.5533, -4.1981, 2.4090], [-0.4695, -4.2051, 1.4744], [-0.5508, -3.1989, 0.5328], [0.3772, -2.1517, 0.5071], [0.2735, -1.1013, -0.3913], [0.4921, -1.3561, -1.6921], [0.8707, -2.6369, -2.1827], [1.3815, -2.8015, -3.4471], [1.5636, -1.7081, -4.2870], [1.1207, -0.4657, -3.8646], [0.5181, -0.2832, -2.6270], [-0.3644, 1.2408, -2.1819], [-1.4060, 1.5324, -3.7319], [-2.2717, 0.3190, -4.0619], [-0.6800, 1.9641, -5.0129], [0.9451, 2.5566, -2.3683], [0.3077, 3.9440, -2.4141], [1.9804, 2.4677, -1.2483], [4.2728, -0.8184, 4.6539], [2.7243, -1.5743, 4.2569], [2.9532, 0.1392, 3.9722], [4.6864, -0.2914, 2.3053], [4.1512, -3.2825, 2.3029], [5.3092, -2.5618, 3.4188], [5.5279, -2.3842, 1.6855], [2.8464, -0.8785, -1.1094], [4.7609, -3.0173, -0.1359], [3.9862, -2.8163, -1.7088], [3.0337, -3.3302, -0.3178], [5.6233, -0.7340, 0.1172], [4.6025, 0.6787, -0.1950], [5.1239, -0.3531, -1.5330], [2.3155, -3.2382, 3.0896], [0.6152, -4.9760, 3.1596], [-1.2097, -4.9969, 1.4825], [-1.3511, -3.1922, -0.1944], [0.7977, -3.4896, -1.5236], [1.6668, -3.7910, -3.7840], [2.0150, -1.8278, -5.2632], [1.2572, 0.3790, -4.5238], [-2.0739, 2.3425, -3.4468], [-1.6594, -0.5568, -4.2872], [-2.8960, 0.5453, -4.9276], [-2.9410, 0.0736, -3.2444], [-0.3596, 1.0971, -5.5890], [0.1784, 2.6064, -4.8356], [-1.3887, 2.5243, -5.6232], [1.4550, 2.3280, -3.3105], [-0.2292, 4.1312, -1.4839], [-0.4118, 4.0392, -3.2245], [1.0700, 4.7173, -2.5313], [1.6608, 3.0501, -0.3911], [2.9424, 2.8600, -1.5842], [2.1247, 1.4365, -0.9218], [-3.3904, 1.9516, 1.7068], [-0.3650, 0.5617, 2.4280], [0.0748, 0.6500, 3.7690], [-0.2884, -0.3219, 4.6670], [-1.1209, -1.3642, 4.2561], [-1.5714, -1.3542, 2.9473], [-1.2043, -0.4520, 2.0618], [0.6522, 1.5097, 4.0725], [0.0356, -0.2596, 5.6984], [-1.4210, -2.1479, 4.9353], [-2.2545, -2.1172, 2.5901], [-0.2240, 1.5307, 1.4102], [0.3907, 2.8104, 1.6285], [1.6443, 2.9359, 2.2535], [2.1950, 4.1799, 2.4910], [1.5093, 5.3301, 2.1235], [0.2837, 5.2223, 1.4800], [-0.2607, 3.9831, 1.2105], [2.1972, 2.0351, 2.4817], [3.1692, 4.2596, 2.9584], [1.9428, 6.3041, 2.3092], [-0.2553, 6.1112, 1.1831], [-1.2072, 3.9061, 0.6893], [-5.3363, -1.4355, 2.1298], [-4.7467, -0.9821, 0.8879], [-4.0554, -1.6986, 0.0133], [-2.9454, -0.9836, -1.0469], [-4.2147, -3.0345, -0.1149], [-5.3904, -3.8123, 0.2215], [-5.1452, -0.6724, 2.8834], [-4.8773, -2.3666, 2.4591], [-6.4163, -1.5718, 2.0421], [-4.5388, 0.0189, 0.8615], [-3.6244, -3.4122, -0.8400], [-5.2505, -4.3683, 1.1517], [-5.5877, -4.5273, -0.5763], [-6.2624, -3.1697, 0.3229], [-2.9391, 2.6614, -1.4708], [-4.0894, 3.7207, -2.0579], [-5.1829, 4.7442, -2.6489], [-5.1658, 3.1265, -1.0256], [-3.5858, 4.8084, -0.9787], [-4.5131, 2.5878, -3.1453], [-2.9785, 4.2786, -3.1118]],
  "atomic_forces_ev_per_a": [[-0.34, -0.83, -0.03], [0.07, 0.08, -0.10], [-0.24, 0.01, -0.11], [0.03, 0.10, 0.04], [0.69, -0.12, -0.06], [-0.21, 0.04, 0.11], [-0.06, 0.08, 0.00], [-0.19, -0.01, 0.03], [-0.38, 0.32, -0.18], [0.07, -0.12, -0.02], [-0.02, -0.10, 0.15], [-0.06, -0.10, -0.03], [-0.03, 0.06, 0.09], [0.16, -0.43, 0.13], [-0.34, 0.59, 0.06], [0.43, -0.06, -0.04], [-0.09, -0.09, -0.02], [-0.01, 0.06, -0.02], [0.11, 0.03, -0.25], [0.02, -0.02, -0.03], [-0.24, 0.00, 0.40], [0.62, -0.03, -0.99], [-0.21, 0.00, 0.26], [-0.02, 0.04, 0.18], [0.06, 0.01, 0.17], [-0.17, 0.01, 0.37], [-0.05, -0.14, -0.12], [0.00, -0.17, -0.11], [0.01, -0.02, 0.07], [-0.04, -0.03, 0.06], [-0.07, 0.09, 0.04], [-0.07, -0.02, -0.01], [0.03, -0.08, -0.04], [0.06, -0.04, 0.06], [0.02, -0.03, -0.03], [-0.06, 0.03, 0.01], [0.04, -0.02, 0.02], [0.01, -0.05, -0.03], [-0.02, -0.07, -0.04], [0.06, 0.01, 0.05], [0.05, 0.10, -0.03], [0.07, 0.02, -0.01], [-0.02, 0.05, 0.04], [0.01, -0.02, 0.02], [-0.02, -0.04, 0.01], [-0.01, 0.08, -0.05], [0.02, -0.03, -0.02], [0.04, -0.05, 0.03], [0.01, 0.02, -0.01], [-0.07, 0.04, -0.03], [0.15, -0.09, 0.00], [0.01, -0.02, -0.02], [0.01, 0.04, -0.06], [-0.08, 0.02, -0.05], [0.04, 0.01, -0.04], [0.04, 0.07, -0.10], [-0.04, 0.02, -0.05], [-0.18, -0.02, 0.03], [-0.01, 0.08, -0.01], [-0.04, 0.09, -0.01], [0.05, 0.00, 0.03], [0.04, 0.01, 0.03], [0.02, 0.03, -0.02], [0.10, -0.06, 0.09], [0.01, 0.29, 0.09], [-0.16, -0.35, 0.69], [0.12, 0.12, -0.27], [-0.14, -0.09, 0.00], [0.08, 0.12, 0.04], [-0.15, -0.25, -0.07], [0.37, 0.65, -0.18], [0.06, -0.02, 0.07], [0.05, -0.01, 0.01], [-0.05, -0.04, 0.01], [0.01, -0.05, 0.01], [-0.05, -0.29, -0.28], [0.02, 0.51, -0.01], [-0.18, -0.17, -0.08], [0.04, 0.11, 0.01], [0.05, 0.06, -0.05], [0.05, 0.13, 0.00], [0.02, -0.25, 0.05], [0.04, -0.05, 0.07], [0.01, -0.03, 0.00], [-0.01, 0.03, 0.04], [-0.01, 0.06, -0.06], [-0.07, 0.02, 0.04], [-0.13, -0.14, 0.06], [0.01, -0.18, -0.06], [-0.15, 0.13, 0.20], [0.49, 0.18, -0.36], [0.02, 0.02, -0.05], [-0.13, -0.02, 0.21], [0.05, 0.02, -0.02], [-0.01, -0.01, 0.02], [0.03, -0.04, 0.04], [0.02, -0.04, -0.03], [0.06, 0.03, 0.08], [-0.07, 0.01, -0.03], [0.02, 0.04, -0.01], [-0.01, 0.01, -0.03], [-0.20, 0.21, -0.04], [0.00, -0.12, -0.17], [0.11, -0.03, 0.03], [0.12, 0.05, 0.04], [-0.12, -0.08, 0.01], [0.05, 0.13, 0.10], [-0.05, 0.02, 0.04]],
  "mulliken_spin": [2.805, 0.007, -0.002, 0.001, 0.039, 0.008, 0.001, 0.000, -0.014, -0.018, 0.028, -0.014, -0.008, 0.000, 0.077, 0.015, 0.013, 0.001, 0.004, 0.000, -0.020, 0.209, -0.034, 0.004, 0.005, -0.005, 0.011, 0.024, 0.000, 0.001, -0.004, 0.001, 0.000, 0.000, 0.000, 0.002, 0.000, 0.001, -0.003, 0.000, 0.000, 0.000, -0.001, 0.000, 0.000, 0.000, -0.001, 0.000, 0.000, 0.001, 0.003, -0.001, 0.000, -0.004, 0.000, -0.001, 0.000, 0.000, 0.000, 0.001, 0.000, -0.025, -0.001, 0.005, 0.089, -0.028, 0.168, -0.036, 0.172, -0.046, 0.156, 0.013, 0.002, 0.007, 0.004, 0.328, -0.193, 0.068, -0.049, 0.078, -0.029, 0.099, 0.038, -0.001, 0.008, 0.000, 0.011, -0.001, 0.006, 0.006, 0.014, 0.008, 0.000, 0.001, 0.001, 0.000, -0.001, -0.001, 0.001, 0.000, 0.000, -0.014, 0.006, 0.000, 0.001, 0.001, 0.000, 0.001],
  "orbital_gap_ha": [0.2327, 0.2035],
  "lumo_ha": [0.075, 0.045],
  "total_charge": -1,
  "spin_multiplicity": 5,
  "s2": 6.049
}

***

2.
{
  "formula": "C39H56BiBr2O4P3Si",
  "method": "ωB97M-V/def2-TZVPD",
  "elements": ["Bi", "C", "C", "C", "P", "C", "C", "C", "C", "C", "C", "C", "C", "C", "Si", "C", "C", "C", "C", "C", "C", "P", "C", "C", "C", "C", "C", "C", "C", "C", "C", "C", "C", "C", "P", "C", "C", "C", "C", "C", "C", "H", "H", "H", "H", "H", "H", "H", "H", "H", "H", "H", "H", "H", "H", "H", "H", "H", "H", "H", "H", "H", "H", "H", "H", "H", "H", "H", "H", "H", "H", "H", "H", "H", "H", "H", "H", "H", "H", "H", "H", "H", "H", "H", "H", "H", "H", "H", "H", "H", "H", "H", "H", "H", "H", "O", "C", "O", "C", "O", "O", "Br", "C", "Br", "H", "H"],
  "coordinates": [[-1.0252, -0.2062, 1.2646], [-4.6453, -0.8154, 0.9318], [-4.2743, -1.2454, -0.5075], [-5.4589, -1.0416, -1.4474], [-2.6711, -0.5136, -1.0247], [-2.7524, 0.8693, -2.2572], [-3.6546, 2.0304, -1.7811], [-3.1897, 0.3970, -3.6695], [-1.7017, -1.7893, -1.8737], [-2.3554, -2.7760, -2.6130], [-1.5965, -3.7213, -3.2813], [-0.2041, -3.7098, -3.1948], [0.4413, -2.7294, -2.4483], [-0.2910, -1.7451, -1.7849], [0.6295, -0.3765, -0.8168], [2.2541, -1.2823, -0.4035], [3.3809, -1.0884, -1.2138], [4.4238, -1.9966, -1.1922], [4.3781, -3.0812, -0.3273], [3.3053, -3.2743, 0.5391], [2.2503, -2.3554, 0.5195], [0.9490, -2.4860, 1.7882], [0.3330, -4.2056, 1.6918], [-1.0611, -4.2930, 2.3152], [0.2656, -4.7970, 0.2759], [2.0038, -2.4592, 3.3072], [1.2623, -2.8642, 4.5822], [2.6383, -1.0509, 3.4115], [1.0763, 0.8679, -2.1906], [1.3554, 0.3419, -3.4524], [1.8723, 1.1556, -4.4544], [2.0937, 2.5055, -4.1997], [1.8128, 3.0561, -2.9598], [1.2761, 2.2424, -1.9538], [0.9758, 2.8771, -0.2768], [0.6593, 4.7099, -0.6250], [-0.5253, 5.2482, 0.2189], [1.8587, 5.6582, -0.5433], [2.6502, 2.6162, 0.5050], [2.8411, 3.3239, 1.8560], [3.8677, 2.8436, -0.4176], [-5.6806, -1.1729, 1.1315], [-4.6305, 0.2867, 1.0343], [-3.9880, -1.2797, 1.6750], [-4.0724, -2.3310, -0.4492], [-5.8156, 0.0034, -1.4186], [-6.2899, -1.6883, -1.0830], [-5.2615, -1.3193, -2.5050], [-1.7062, 1.2297, -2.3244], [-4.7294, 1.8025, -1.9293], [-3.4296, 2.9270, -2.3899], [-3.4601, 2.2797, -0.7309], [-4.2794, 0.2172, -3.7103], [-2.6542, -0.5058, -3.9900], [-2.9631, 1.2151, -4.3976], [-3.4502, -2.7768, -2.6635], [-2.0916, -4.4919, -3.8812], [0.3768, -4.4680, -3.7287], [1.5339, -2.7178, -2.3897], [3.4118, -0.2255, -1.8761], [5.2800, -1.8686, -1.8623], [5.2174, -3.7803, -0.3313], [3.2863, -4.1492, 1.2059], [1.0160, -4.8375, 2.3086], [-1.8210, -3.7995, 1.6579], [-1.1104, -3.8235, 3.3125], [-1.3298, -5.3608, 2.4129], [-0.4952, -4.2599, -0.3111], [-0.0615, -5.8425, 0.3687], [1.2321, -4.7548, -0.2611], [2.8120, -3.1836, 3.1417], [0.4142, -2.1706, 4.7826], [1.9796, -2.8094, 5.4144], [0.8794, -3.8956, 4.5171], [1.8759, -0.2615, 3.4417], [3.3113, -0.8539, 2.5636], [3.2347, -1.0065, 4.3466], [1.2128, -0.7203, -3.6444], [2.0687, 0.7494, -5.4494], [2.5022, 3.1456, -4.9793], [2.0944, 4.0989, -2.7400], [0.3169, 4.6906, -1.6781], [-0.3233, 5.1851, 1.3045], [-1.4642, 4.7253, -0.0003], [-0.6819, 6.3154, -0.0233], [2.2044, 5.7574, 0.5011], [1.5193, 6.6490, -0.9029], [2.7182, 5.3460, -1.1825], [2.5958, 1.5328, 0.7184], [3.2382, 4.3567, 1.7266], [3.6222, 2.7684, 2.4023], [1.9287, 3.3301, 2.4774], [4.0223, 3.9050, -0.6813], [3.8095, 2.2422, -1.3407], [4.7610, 2.4998, 0.1433], [-2.4545, 3.7108, 2.0140], [-1.7744, 2.7050, 1.8849], [-1.9885, 1.8047, 0.9414], [-0.5177, 2.3934, 2.8541], [-0.1439, 3.2232, 3.6785], [0.0381, 1.2026, 2.6696], [-3.4879, 1.8304, 4.5424], [-2.1076, 0.7337, 5.3106], [-2.3239, -1.1392, 4.6364], [-2.2573, 0.7094, 6.3868], [-1.1173, 1.0828, 5.0516]],
  "atomic_forces_ev_per_a": [[-0.43, 1.12, 0.10], [-0.55, 0.17, -0.31], [-0.30, -0.49, 0.02], [-0.73, -0.25, -0.26], [0.84, 0.52, 0.40], [-0.76, -0.03, -0.60], [0.07, 0.18, -0.12], [0.13, 0.65, -0.18], [-0.11, -0.11, -0.06], [0.16, 0.05, 0.05], [-0.08, -0.61, -0.31], [0.04, -0.04, -0.18], [0.00, -0.25, -0.25], [-0.46, 0.04, 0.30], [0.26, 0.01, -0.46], [-0.08, -0.13, 0.39], [-0.35, 0.08, 0.08], [0.36, 0.08, -0.06], [0.36, -0.55, 0.06], [0.17, 0.21, -0.29], [0.36, -0.02, -0.23], [0.11, 0.19, -0.05], [0.28, -0.93, 0.18], [-0.51, 0.02, 0.05], [0.11, 0.10, 0.01], [0.29, 0.28, -0.08], [-0.30, 0.34, -0.04], [0.16, -0.29, 0.39], [-0.23, 0.35, 0.48], [0.29, 0.05, -0.25], [-0.29, -0.01, -0.20], [0.14, 0.27, -0.31], [0.10, -0.12, 0.11], [0.53, -0.10, -0.13], [-0.61, 0.46, 0.57], [-0.18, -0.13, -0.24], [0.39, 0.17, -0.02], [0.22, 0.21, -0.22], [0.34, 0.20, -0.55], [0.25, 0.13, 0.12], [0.35, -0.37, 0.41], [0.61, 0.26, -0.01], [0.05, -0.52, 0.11], [-0.04, 0.27, -0.09], [0.09, 0.31, -0.17], [0.16, -0.46, -0.06], [0.40, 0.47, -0.31], [-0.04, 0.18, 0.69], [-0.38, -0.25, 0.22], [0.59, 0.04, 0.12], [-0.11, -0.38, 0.25], [-0.10, -0.02, -0.25], [0.52, 0.03, 0.03], [-0.15, 0.26, 0.00], [-0.17, -0.62, 0.47], [0.46, -0.12, -0.08], [0.18, 0.26, 0.23], [-0.20, 0.26, 0.21], [-0.35, -0.12, -0.01], [0.03, -0.24, 0.01], [-0.28, -0.01, 0.31], [-0.30, 0.10, 0.04], [0.06, 0.51, -0.27], [-0.29, 0.34, -0.36], [0.55, -0.32, 0.48], [-0.04, -0.19, -0.37], [-0.07, 0.46, 0.02], [0.27, -0.14, 0.04], [0.13, 0.20, -0.17], [-0.56, -0.07, 0.26], [-0.08, 0.03, -0.01], [0.54, -0.49, -0.03], [-0.33, -0.04, -0.10], [0.10, 0.37, 0.10], [0.13, -0.13, 0.03], [-0.20, -0.04, 0.24], [-0.27, 0.09, -0.50], [-0.02, 0.28, -0.06], [0.01, 0.09, 0.33], [-0.02, -0.16, 0.08], [-0.37, -0.63, -0.27], [0.08, 0.02, 0.41], [-0.15, -0.07, -0.48], [0.33, 0.02, 0.17], [0.09, -0.34, 0.06], [-0.09, 0.05, -0.52], [0.29, -0.31, 0.27], [-0.65, 0.25, 0.54], [0.05, 0.21, -0.06], [-0.46, -0.64, 0.06], [-0.27, 0.21, -0.03], [0.43, 0.10, -0.27], [-0.11, -0.54, 0.15], [0.02, 0.31, 0.35], [-0.24, 0.23, -0.35], [0.88, -0.99, 0.10], [-0.25, 0.32, -0.20], [0.31, -0.03, 0.97], [0.00, 0.35, 0.02], [-0.51, -1.17, -1.06], [-0.49, 0.84, 0.23], [0.30, -0.07, 0.17], [-0.63, -0.66, 0.00], [0.23, 0.74, 0.49], [0.01, -0.16, -0.19], [0.01, 0.03, -0.29]],
  "lowdin_charge": [1.396, -0.129, -0.550, -0.121, 0.948, -0.497, -0.101, -0.103, -0.389, -0.100, -0.075, -0.070, -0.122, -0.304, 0.566, -0.295, -0.093, -0.073, -0.075, -0.098, -0.395, 0.965, -0.571, -0.139, -0.104, -0.551, -0.119, -0.103, -0.303, -0.104, -0.074, -0.077, -0.096, -0.394, 1.098, -0.529, -0.118, -0.124, -0.537, -0.101, -0.110, 0.088, 0.085, 0.031, 0.105, 0.075, 0.088, 0.065, 0.097, 0.068, 0.088, 0.053, 0.065, 0.061, 0.092, 0.104, 0.110, 0.112, 0.108, 0.096, 0.112, 0.108, 0.115, 0.115, 0.080, 0.041, 0.086, 0.065, 0.085, 0.071, 0.096, 0.035, 0.082, 0.067, 0.057, 0.072, 0.087, 0.092, 0.107, 0.106, 0.100, 0.090, 0.082, 0.062, 0.079, 0.072, 0.081, 0.054, 0.078, 0.074, 0.080, 0.056, 0.063, 0.059, 0.083, 0.019, -0.632, -0.350, -0.600, 0.045, -0.331, 0.687, -0.948, 0.509, -0.001, -0.011],
  "orbital_gap_ha": 0.2856,
  "lumo_ha": 0.006,
  "total_charge": 0
}

***

One value per record, in order, for ΔE to the lowest compared entry with this formula, charge and spin: 0.0, 0.0 kcal/mol.